--- P ---
The molecule C12H27NO3. Source: OMol25; level of theory: ωB97M-V with the def2-TZVPD basis set.

spin multiplicity = 1
HOMO = -9.230 eV
frontier orbital gap = 9.83 eV

The geometry in XYZ format:
```
43
Properties=species:S:1:pos:R:3:nbo_charge:R:1
H -1.8680 2.4118 -2.7763 0.190
H -2.6324 0.8663 -1.0134 0.192
H 3.4425 -1.0329 1.1057 0.199
H 1.2028 -1.2828 -0.5856 0.489
H -1.7377 3.0833 -0.3103 0.200
C -2.9118 0.0586 -3.7575 -0.394
H 2.1151 0.1488 3.7883 0.156
H -4.1190 -1.2323 -5.0042 0.205
C 0.8711 -1.8258 1.2293 -0.071
C -1.2049 2.1595 -0.0697 -0.387
H 0.7916 -1.0467 3.8432 0.165
H -2.5076 -1.8618 -4.6567 0.202
H -3.3049 -0.3666 -2.8331 0.195
H 1.6423 -2.6021 1.3273 0.185
H 3.2593 0.6504 1.6473 0.154
H -1.0503 0.7975 -4.5190 0.196
H -1.2760 2.5848 2.0342 0.193
H 0.9339 1.4089 2.1440 0.361
H -0.0071 -2.1526 1.7926 0.177
H 1.7316 0.7640 -0.1852 0.488
C -1.4487 0.4500 -3.5621 -0.388
C -1.2473 1.5493 -2.5190 -0.382
C -3.0733 -0.9599 -4.8796 -0.599
C -1.5518 1.7634 1.3668 -0.393
C 1.7324 -0.7819 3.3391 -0.065
H -2.7103 -0.5531 -5.8213 0.198
H -0.1360 2.3718 -0.1317 0.194
C 1.4491 -0.5335 1.8436 0.041
H -0.2039 1.8734 -2.5550 0.196
H -0.8773 -0.4322 -3.2656 0.197
H 2.8295 -1.9891 4.4037 0.475
C -0.8485 0.4848 1.8255 -0.220
O 2.6762 -1.8172 3.4687 -0.726
O 0.4630 -1.6852 -0.1026 -0.735
H -3.4967 0.9518 -3.9913 0.190
H -1.1113 0.2904 2.8797 0.166
H -2.6291 1.6109 1.4555 0.206
H -1.0109 0.1761 -0.8937 0.219
N 0.5819 0.6143 1.6160 -0.660
C -1.5677 1.0905 -1.0979 -0.418
C 2.7657 -0.1781 1.1166 -0.065
O 2.5109 0.1841 -0.2171 -0.737
H -1.2029 -0.3517 1.2259 0.211
```


--- Q ---
A structure of composition C12H27NO3. Source: OMol25; level of theory: ωB97M-V with the def2-TZVPD basis set.

spin multiplicity = 1
HOMO = -8.584 eV
frontier orbital gap = 9.22 eV

The geometry in XYZ format:
```
43
Properties=species:S:1:pos:R:3:nbo_charge:R:1
C -2.6692 1.8101 -0.1959 -0.446
C -3.7953 -0.1385 -0.2621 -0.441
H 5.0648 -1.7605 -0.2644 0.492
C 3.8715 -0.4868 1.3729 -0.052
H 1.5494 -0.6485 1.0621 0.373
C -3.4240 0.8619 0.6569 -0.379
H -4.3443 -1.5922 1.3651 0.180
C -5.2783 -2.3420 -0.3326 -0.594
O 4.6479 -1.4638 -1.1997 -0.810
H -4.3120 1.5607 1.1853 0.211
H 3.7862 1.9548 0.2925 0.186
H -3.0680 -0.7655 -0.8044 0.209
C -4.7101 -1.2240 0.4924 -0.297
H 5.5368 0.3887 -1.2787 0.513
O 5.3174 -0.9444 1.1812 -0.724
H 3.8832 0.2996 2.2609 0.202
C -0.4710 0.8263 0.4362 -0.366
H -3.3073 2.4697 -0.7874 0.228
C 3.2206 -1.1447 -0.7321 -0.078
H -0.9454 2.4881 -1.2759 0.196
H 0.8246 0.0835 -1.2510 0.153
H -0.7300 -0.0058 0.7852 0.172
H 1.3473 1.3875 -0.8617 0.160
H -4.5753 -2.9436 -0.7697 0.196
H -4.4980 0.2212 -0.8143 0.202
H -0.2858 1.6316 1.1868 0.216
H -1.6606 0.7464 -1.6014 0.195
H -5.8025 -2.0196 -1.1040 0.194
C 3.2072 0.0817 0.1987 -0.099
H 5.7042 -0.1772 1.0687 0.471
H 3.4233 1.5201 -1.1670 0.156
N 1.8519 0.2242 0.4926 -0.600
H -6.1154 -2.9575 0.3606 0.194
H -5.8496 -0.5536 0.9811 0.129
H 2.8020 -1.9536 -0.7485 0.168
H -2.4718 2.6456 0.6533 0.172
H -2.9052 0.4089 1.4914 0.201
H 2.9307 -0.8891 -1.8179 0.176
O 5.2907 0.9568 -0.4983 -0.715
C -1.4568 1.4330 -0.6629 -0.361
H 3.5027 -1.6641 1.7430 0.204
C 0.9309 0.6749 -0.5342 -0.137
C 3.9824 0.9996 -0.3028 -0.049
```


Most stable pick: P. Distance to second place: 0.5141 hartree.


--- P ---
A cluster of 2 separate species, H5N3O in total. Source: OMol25; level of theory: ωB97M-V with the def2-TZVPD basis set.

spin multiplicity = 1
HOMO = -9.087 eV
frontier orbital gap = 9.48 eV

The geometry in XYZ format:
```
9
Properties=species:S:1:pos:R:3:nbo_charge:R:1
H -1.7181 1.4888 1.1388 0.350
H 2.6304 -0.7822 -0.2288 0.310
H -1.8366 0.0078 0.3316 0.325
H 0.0019 0.7666 -0.5606 0.453
O -0.6485 1.3387 -0.3065 -0.613
N 1.9892 -1.3652 -0.7903 -0.256
H 0.1332 -1.2731 -1.0269 0.308
N -1.2700 0.6916 0.7892 -0.532
N 0.8900 -0.8820 -0.5193 -0.346
```


--- Q ---
A structure of composition H5N3O. Source: OMol25; level of theory: ωB97M-V with the def2-TZVPD basis set.

spin multiplicity = 1
HOMO = -9.833 eV
frontier orbital gap = 10.40 eV

The geometry in XYZ format:
```
9
Properties=species:S:1:pos:R:3:nbo_charge:R:1
O -1.3227 -0.0565 -0.0526 -0.266
H -0.1178 -1.4335 0.5996 0.202
H 0.1312 -0.4074 1.1850 0.211
H 1.3687 0.4113 -0.4189 0.373
N -0.3596 0.6689 0.6823 -0.099
N -0.8615 -1.2801 -0.4410 -0.395
H -0.0907 -1.0871 -1.0942 0.307
H 0.5854 2.0886 -0.3156 0.401
N 0.6671 1.0958 -0.1445 -0.732
```


Most stable pick: P. Distance to second place: 0.0840 hartree.